17
Properties=species:S:1:pos:R:3:forces:R:3:nbo_charge:R:1 method="wB97M-V/def2-TZVPD" e_tot_ev=-16671.2154 spin_multiplicity=3
F 2.840356 -0.767820 -1.474603 -1.30 -0.23 2.32 -0.351
F 3.016808 0.387093 0.336176 -0.86 -1.32 0.49 -0.307
N -1.686039 0.623826 0.849639 -0.43 1.30 0.46 -0.295
N -2.529949 -1.153250 -0.164473 1.17 -0.63 -1.85 -0.230
N -2.612479 -0.328195 0.814402 -0.62 0.83 0.84 -0.149
N 0.383506 2.404525 -0.106233 -0.25 4.50 1.50 -0.885
C 1.553655 -1.578188 0.387089 0.62 -0.16 1.23 -0.575
C 0.376767 1.140355 -0.431801 -4.25 -2.45 -0.34 0.282
C 2.389872 -0.704496 -0.132409 1.64 0.72 -2.68 0.756
C -1.458456 -0.713734 -0.839946 -1.07 0.22 0.86 -0.106
C -0.935664 0.447872 -0.273678 1.43 -1.24 1.53 -0.059
H 1.167151 -2.383550 -0.198165 0.08 -0.12 -0.64 0.242
H -3.487914 -0.384742 1.354662 1.16 0.65 0.05 0.408
H -1.107385 -1.202476 -1.660524 0.70 -1.32 -2.14 0.203
H 1.184441 2.980513 -0.275700 0.22 0.10 0.00 0.399
H -0.427277 2.935748 0.356822 1.62 -1.69 -0.99 0.421
H 1.332600 -1.703482 1.458734 0.14 0.86 -0.65 0.245